1.
{
  "formula": "C4H32N2O11S",
  "method": "ωB97M-V/def2-TZVPD",
  "multiplicity": 2,
  "molar_mass_g_mol": 316.37,
  "charge": 1,
  "largest_force_ha_per_bohr": 0.049,
  "energy_ev": -40994.6586,
  "orbital_gap_ev": [9.886, 4.505],
  "species": ["C", "N", "C", "C", "S", "N", "C", "O", "H", "H", "H", "H", "H", "H", "H", "H", "H", "H", "H", "H", "H", "H", "O", "H", "H", "O", "H", "H", "O", "H", "H", "O", "H", "H", "O", "H", "H", "O", "H", "H", "O", "H", "H", "O", "H", "H", "O", "H", "H", "O"],
  "positions_angstrom": [[1.8059, 1.4084, 0.6804], [1.8189, 2.7849, 0.2481], [0.3742, 0.9143, 0.8359], [-0.2647, 0.4732, -0.5506], [-1.7193, 1.3031, -1.0533], [0.1279, -0.1767, 1.8004], [1.1675, -1.2198, 1.8599], [1.4538, -1.9175, 0.6913], [2.2654, 0.8411, -0.1563], [2.3343, 1.4048, 1.6786], [1.8307, 3.4225, 1.0337], [0.9506, 2.9797, -0.2735], [-0.2836, 1.6994, 1.1585], [0.5041, 0.5542, -1.3565], [-0.5040, -0.6072, -0.4117], [-1.7869, 1.3263, -2.3452], [-0.7514, -0.6497, 1.5505], [0.8242, -2.0663, 2.5487], [2.0694, -0.5917, 2.1299], [0.7031, -2.3425, 0.3023], [-0.8356, -2.5112, -2.2314], [0.5295, -2.9184, -1.5502], [-0.4056, -2.9810, -1.4785], [2.6048, -0.1445, -3.5524], [2.3123, -1.6734, -3.8198], [1.9736, -0.7619, -3.8965], [0.3228, -1.1040, -3.5897], [-0.9228, -1.7501, -4.1373], [-0.6199, -1.2503, -3.3508], [2.9189, -2.2346, -1.3356], [3.9420, -1.7147, -0.2959], [3.6539, -1.5682, -1.2228], [-1.8969, -0.1534, 3.4097], [-0.7865, -0.9084, 4.1914], [-1.7402, -0.6784, 4.1623], [-4.1221, -0.8192, 0.4176], [-4.7460, 0.5470, -0.0098], [-4.8084, -0.1796, 0.5900], [-2.4948, 3.9736, 1.1045], [-1.2329, 3.7198, 1.9371], [-1.6793, 4.4110, 1.4599], [-4.2111, 1.5757, 1.7056], [-2.9148, 1.6034, 1.0994], [-3.6543, 2.1535, 1.1506], [4.5939, 0.6995, -1.1017], [3.9995, 1.6002, 0.0849], [4.5994, 0.9020, -0.1681], [-1.9683, -2.6063, -0.5907], [-2.7413, -2.6956, 0.6747], [-2.5898, -2.0731, -0.0274]],
  "forces_ev_per_angstrom": [[-0.1, 0.1, 0.1], [-0.8, 0.7, -0.5], [-1.9, -1.3, 0.4], [2.1, -0.4, -1.3], [-0.5, 0.3, 2.3], [0.3, -1.1, -0.6], [-0.5, 0.3, 1.4], [1.4, 0.7, -1.3], [0.1, -0.3, 1.2], [-0.3, -0.7, -1.2], [-0.1, 0.1, 0.0], [0.8, 0.3, 0.1], [0.1, 0.9, 0.5], [-0.7, -0.3, 0.3], [-0.2, 0.5, -0.6], [0.6, -0.4, -1.8], [0.2, 0.4, 0.4], [0.6, 1.8, 0.1], [-0.6, -1.7, 0.1], [-1.1, -0.5, 0.2], [1.2, 0.0, 0.2], [1.0, 0.1, -0.6], [-1.8, -0.5, 0.7], [0.8, 0.2, 0.4], [0.4, 0.9, 0.0], [-0.9, -1.2, -0.3], [0.0, 0.5, 0.3], [-0.2, 0.5, 0.4], [-0.4, -0.3, -1.3], [1.4, 1.1, 0.4], [-0.2, 0.3, -0.8], [-1.1, -1.3, 0.2], [0.1, 1.0, -1.2], [-1.0, 0.5, -0.2], [0.8, -1.5, 1.6], [0.4, -0.3, -0.5], [0.1, 0.5, -0.8], [-0.7, -0.5, 1.1], [0.8, 0.6, 0.7], [0.2, -0.3, 0.5], [-1.0, -0.3, -1.2], [-0.4, 0.5, -0.2], [2.0, -1.2, -0.2], [-1.6, 1.0, 0.6], [-0.3, 0.3, -0.2], [0.1, 0.4, -0.7], [0.8, -0.6, 0.9], [-0.5, 0.7, 0.5], [-0.5, -0.4, 0.8], [1.1, -0.2, -0.9]],
  "lowdin_charge": [-0.2555, 0.0335, -0.3379, -0.4151, 1.2295, -0.0216, -0.2486, -0.0485, 0.1019, 0.1602, 0.0921, 0.0772, 0.0946, 0.1111, 0.0801, -0.0605, 0.0928, 0.1567, 0.1384, 0.0421, 0.0271, 0.0236, -0.0600, 0.0546, 0.0824, -0.0232, 0.0083, 0.0968, -0.0802, 0.0410, 0.0587, -0.0926, -0.0288, 0.0450, -0.0402, -0.0123, 0.0133, -0.0327, 0.0271, 0.0004, -0.0606, 0.0724, -0.0777, -0.0708, 0.0290, -0.0044, -0.0497, 0.0317, 0.0586, -0.0594]
}

2.
{
  "formula": "C4H32NO10",
  "method": "ωB97M-V/def2-TZVPD",
  "de_lowest_ev": 4.0804,
  "molar_mass_g_mol": 254.30,
  "charge": 1,
  "largest_force_ha_per_bohr": 0.106,
  "energy_ev": -26624.0487,
  "orbital_gap_ev": 10.334,
  "species": ["C", "C", "N", "C", "C", "H", "H", "H", "H", "H", "H", "H", "H", "H", "H", "H", "H", "H", "H", "O", "H", "H", "O", "H", "H", "O", "H", "H", "O", "H", "H", "O", "H", "H", "O", "H", "H", "O", "H", "H", "O", "H", "H", "O", "H", "H", "O"],
  "positions_angstrom": [[-2.0377, -0.0829, -1.3404], [-2.7191, -0.6214, -0.0696], [-1.6757, -0.6296, 1.1519], [-2.4880, -0.9045, 2.4225], [-4.0645, 0.2315, 0.1291], [-0.9297, 0.0584, -1.2587], [-2.4026, 0.8284, -1.6655], [-2.1710, -0.6532, -2.1673], [-2.7071, -1.6654, -0.3614], [-0.9212, -1.2944, 0.9695], [-1.9895, 2.9426, 1.6165], [-2.9921, -1.9387, 2.4041], [-1.9565, -0.7617, 3.4522], [-3.1776, -0.0296, 2.6037], [-4.8199, 0.1432, -0.5825], [-3.8602, 1.2460, 0.2727], [-4.4240, -0.0296, 1.1005], [1.9889, 1.6689, 3.7425], [2.9974, 0.5464, 3.1312], [2.0996, 0.8780, 3.1663], [-1.7216, 2.9571, -2.8746], [-1.2071, 4.1743, -2.0566], [-1.6458, 3.2360, -1.9354], [1.3659, 3.3486, -0.7907], [0.2914, 2.2118, -0.8240], [0.6030, 3.0424, -1.3015], [3.9617, 0.2847, -1.2124], [2.5200, 0.8478, -1.5564], [3.0815, 0.4205, -0.8195], [1.4687, 0.9134, 1.7205], [1.8696, -0.1465, 0.8396], [1.0875, 0.2764, 0.9498], [3.2682, -2.6922, -0.0129], [2.3898, -3.8750, -0.5536], [2.8269, -3.4556, 0.2103], [0.9306, 0.3146, -4.1619], [1.5231, -0.9309, -4.2146], [1.1357, -0.4020, -3.5119], [-1.1131, 0.2629, 1.3019], [-1.1655, 2.5283, 0.3617], [-1.4491, 2.2673, 1.2706], [1.1055, -2.1109, 2.0076], [1.6315, -3.3731, 1.3927], [0.8260, -2.9907, 1.7676], [1.2989, -1.7065, -1.3586], [2.7879, -1.2991, -1.4588], [2.1529, -2.0347, -1.6365]],
  "forces_ev_per_angstrom": [[2.5, 1.0, 2.5], [1.1, 1.4, -1.5], [-1.6, 1.3, 0.8], [0.1, 0.3, 2.2], [2.6, -2.3, 2.4], [-0.7, -0.3, 0.2], [-0.8, 2.2, 0.0], [-0.5, -2.5, -2.2], [-1.3, -0.4, 1.0], [-0.3, -0.6, 0.1], [-0.9, 1.4, 0.4], [0.7, 1.9, -0.2], [0.2, -0.9, -2.3], [0.3, -1.3, -1.0], [-0.8, -0.7, -1.5], [0.9, 1.7, -0.3], [-1.0, -0.5, 0.4], [0.7, -1.0, -0.5], [0.4, 0.4, 0.5], [-0.7, 1.0, 0.7], [-0.1, 0.1, 0.9], [-1.2, -2.9, 0.6], [0.0, 2.7, -1.7], [0.0, -0.2, 0.0], [0.9, 1.5, -1.0], [0.7, -1.5, 1.4], [-0.3, 0.4, 0.1], [1.2, -1.0, 1.5], [-0.3, 0.9, -1.8], [-1.7, -1.7, -1.8], [3.6, -2.5, -1.5], [-2.9, 3.8, 2.5], [1.1, 2.1, -1.4], [0.7, 1.0, 0.3], [-0.9, -4.3, 1.8], [-0.4, 0.1, 1.3], [0.5, -1.3, 0.5], [-0.3, 1.6, -1.9], [-1.2, -0.7, -0.5], [-0.7, 0.2, 0.9], [1.5, -1.4, -1.4], [0.1, 0.5, 0.3], [0.3, -0.1, -0.4], [-1.1, 0.1, 0.4], [-0.2, 0.3, 0.0], [-1.2, -0.6, -0.3], [0.9, 0.5, -0.7]],
  "lowdin_charge": [-0.0483, -0.2283, 0.0352, -0.0330, -0.0029, 0.0912, 0.0355, 0.0515, 0.1380, 0.1209, 0.0382, 0.1318, 0.1240, 0.0887, 0.0748, 0.0573, 0.0447, 0.1063, 0.0777, -0.0251, 0.0565, 0.1157, -0.1345, 0.0577, 0.0379, -0.0965, 0.0765, 0.0955, -0.0876, 0.0762, -0.0625, -0.1020, -0.0070, 0.0840, -0.0367, 0.0686, 0.0466, -0.0748, 0.1135, 0.0371, -0.0247, -0.0044, -0.0159, -0.0720, 0.0321, 0.0215, -0.0793]
}